Computed, not measured: C32H49BrGeN3O2PdS2Si3 as an isolated structure, with ωB97M-V/def2-TZVPD.

Output
- LUMO energy (alpha / beta) (eV) = -1.70 / -2.72
- multiplicity = 2
- charge = 0

```
94
Properties=species:S:1:pos:R:3:forces:R:3:lowdin_spin:R:1
Pd 1.4876 0.9044 1.0091 0.0 2.1 -1.9 0.053
S 2.4402 0.7349 3.3002 -0.1 0.1 0.2 0.298
C 1.4383 1.6851 4.3125 0.5 -0.6 -0.8 0.076
C 1.7431 1.6926 5.6791 -0.2 0.3 1.0 0.017
C 1.0074 2.4358 6.5790 0.1 -0.4 -1.1 0.026
C 1.3768 2.4544 7.9424 0.2 0.0 0.5 0.003
N 1.7185 2.4748 9.0364 0.1 0.0 0.3 0.010
C -0.1127 3.1793 6.1236 0.2 -0.3 -1.1 0.018
C -0.4337 3.1738 4.7810 -0.1 0.3 0.9 0.025
C 0.3407 2.4631 3.8518 -0.3 0.0 -1.2 0.073
S -0.0951 2.6039 2.2017 0.4 -0.4 0.3 0.355
C -0.8765 3.9357 7.0363 -0.4 0.3 0.3 0.001
N -1.5112 4.5604 7.7580 -0.2 0.2 0.2 0.005
H 2.5796 1.1122 6.0373 0.1 0.0 0.0 -0.001
H -1.2817 3.7426 4.4243 0.0 0.0 0.0 0.000
C -3.1098 -5.9926 0.5160 -0.1 0.1 0.1 0.000
C -3.8232 -4.7633 1.1012 0.0 -0.2 0.1 0.000
C -5.2368 -4.6335 0.5187 0.2 0.0 0.1 0.000
C -3.9628 -4.9713 2.6105 0.1 0.1 -0.2 0.000
C -2.9925 -3.5449 0.7385 0.0 0.0 -0.1 0.000
C -2.3102 -2.7678 1.6569 0.1 0.1 -0.1 0.001
C -1.4900 -1.7622 1.1922 0.2 0.4 0.1 0.002
Br -0.5215 -0.7568 2.5043 -0.2 -0.4 -0.2 0.027
C -1.3108 -1.4116 -0.1591 -0.7 -0.3 0.0 0.000
O -0.4007 -0.4913 -0.4459 1.0 1.5 -1.1 0.001
C -2.0894 -2.1427 -1.0870 0.1 0.1 0.2 0.000
C -2.8502 -3.1970 -0.5988 -0.1 0.0 0.3 0.000
C -2.2477 -1.8994 -2.5910 0.0 0.0 -0.1 0.000
C -3.7461 -1.6616 -2.8585 0.2 0.0 -0.1 0.000
C -1.5058 -0.6895 -3.1537 0.1 0.0 0.2 0.000
C -1.7578 -3.1322 -3.3674 -0.1 0.2 0.1 0.000
H -3.6852 -6.8967 0.7038 -0.1 -0.1 0.0 0.000
H -2.1296 -6.1064 0.9763 0.1 0.0 0.0 0.000
H -2.9659 -5.8950 -0.5569 0.0 0.0 -0.1 0.000
H -5.8353 -5.4914 0.8142 -0.1 -0.1 0.0 0.000
H -5.2314 -4.5861 -0.5659 0.0 0.0 -0.2 0.000
H -5.7154 -3.7333 0.8967 -0.1 0.1 0.0 0.000
H -4.5477 -5.8718 2.7904 0.0 -0.1 0.1 0.000
H -4.4786 -4.1342 3.0742 0.0 0.1 0.1 0.000
H -2.9948 -5.1023 3.0873 0.1 0.0 0.1 0.000
H -2.3849 -2.9198 2.7206 0.0 -0.1 0.1 0.000
H -3.3928 -3.7808 -1.3221 -0.1 -0.1 -0.1 0.000
H -4.1011 -0.8279 -2.2548 -0.1 0.1 0.0 0.000
H -4.3500 -2.5323 -2.6199 -0.1 0.0 0.0 0.000
H -3.9058 -1.4225 -3.9073 0.0 0.0 -0.2 0.000
H -1.7785 0.2167 -2.6159 -0.1 0.2 0.0 0.000
H -1.7826 -0.5550 -4.1987 0.0 0.0 -0.1 0.000
H -0.4283 -0.8287 -3.1014 0.2 0.0 0.0 0.000
H -2.3777 -4.0034 -3.1815 -0.1 -0.1 0.0 0.000
H -0.7374 -3.3769 -3.0822 0.1 0.0 0.0 0.000
H -1.7798 -2.9276 -4.4354 0.0 0.0 -0.2 0.000
O -3.2399 2.8066 0.2507 -0.5 0.1 0.2 0.000
C -2.2357 2.6230 -0.3020 -0.5 -0.1 0.5 0.002
N -1.2170 2.4936 -0.9122 1.5 -0.7 -0.5 0.000
C 4.5479 -0.6620 -1.5906 -1.1 0.6 0.2 -0.003
Si 2.7413 -0.8354 -0.9269 0.5 -1.0 2.0 -0.014
C 1.9708 -2.2148 -2.0311 -0.3 1.1 0.3 -0.002
C 2.8960 -1.5869 0.8470 0.0 -0.2 -0.8 -0.001
Ge 0.2741 1.3118 -1.1581 0.3 0.2 0.6 -0.004
Si 3.0529 2.7789 0.5191 0.9 0.2 0.5 -0.003
C 4.6082 2.3860 1.6109 -0.9 0.2 -0.3 0.009
C 3.9079 3.0603 -1.1878 -0.9 -0.6 0.6 0.000
C 2.2695 4.5097 0.9154 0.2 -1.1 -0.1 0.010
Si 0.9228 3.1037 -3.3780 -0.6 -0.9 -0.8 0.001
C -0.5725 2.6571 -4.4804 0.5 0.2 0.6 0.000
C 0.8601 4.9676 -2.9404 0.1 -1.0 0.5 0.000
C 2.5216 2.6099 -4.3382 -0.6 0.2 0.6 0.000
H 5.0031 -1.6470 -1.5759 -0.1 -0.3 0.1 0.000
H 5.1544 -0.0007 -0.9835 0.1 0.2 0.1 0.000
H 4.5626 -0.3061 -2.6142 0.1 0.1 -0.3 0.000
H 2.6126 -3.0916 -1.9914 0.3 0.0 0.2 0.000
H 1.9006 -1.9004 -3.0671 0.0 0.0 -0.3 0.000
H 0.9808 -2.5032 -1.6938 -0.2 0.0 0.1 0.000
H 3.1980 -2.6297 0.7718 0.1 -0.3 0.0 0.000
H 1.9533 -1.5719 1.4015 0.1 -0.1 -0.1 0.002
H 3.6528 -1.0636 1.4312 0.0 0.0 0.0 0.000
H 4.9099 1.3475 1.4872 0.0 -0.1 0.0 0.001
H 4.4350 2.5544 2.6696 -0.1 0.0 0.1 0.005
H 5.4424 3.0064 1.3007 0.1 0.2 -0.2 0.001
H 4.3601 2.1550 -1.5702 0.1 -0.3 -0.1 0.000
H 4.6969 3.7915 -1.0473 0.1 0.2 0.2 0.000
H 3.2255 3.4436 -1.9323 -0.1 0.1 -0.3 0.000
H 1.2963 4.5986 0.4388 -0.2 0.0 -0.1 0.004
H 2.9092 5.2977 0.5292 0.3 0.0 -0.1 0.001
H 2.1250 4.6790 1.9782 0.0 -0.1 0.2 0.002
H -1.4890 2.6406 -3.9013 -0.2 0.1 0.1 0.000
H -0.4568 1.6742 -4.9245 0.2 -0.2 0.0 0.000
H -0.6916 3.3784 -5.2848 0.0 0.2 -0.1 0.000
H 0.0062 5.1725 -2.3047 -0.2 0.0 0.1 0.000
H 0.7512 5.5647 -3.8399 0.0 -0.1 -0.4 0.000
H 1.7477 5.3042 -2.4161 0.2 0.0 0.1 0.000
H 3.0509 1.7820 -3.8809 0.1 -0.2 0.2 0.000
H 3.2156 3.4405 -4.4025 0.1 0.2 0.1 0.000
H 2.2724 2.3129 -5.3506 -0.3 0.0 -0.2 0.000
```
Positions in Å, forces in eV/Å.

***

Computed, not measured: C32H50BN8O2OsS4Sb as an isolated structure, with ωB97M-V/def2-TZVPD.

Output
- relative energy (zero: lowest compared OMol25 entry of this formula, charge and spin) (kcal per mole) = 8.3
- LUMO energy (alpha / beta) (eV) = -6.98 / -7.06
- charge = +2

```
99
Properties=species:S:1:pos:R:3:forces:R:3:mulliken_charge:R:1
Os -0.2835 -0.0565 -0.2754 1.5 0.3 -1.0 2.326
C 1.8064 3.3586 -3.7910 0.1 -0.1 0.1 -1.310
C 1.6433 3.9609 -2.3980 -0.1 0.2 -0.1 1.095
C 0.2282 4.5026 -2.2496 0.0 -0.1 0.1 -2.145
C 2.6396 5.1031 -2.1803 0.1 -0.1 0.1 -1.645
N 1.9637 2.9000 -1.3726 0.1 0.0 0.0 0.767
C 3.2314 2.3458 -1.3185 0.0 0.1 0.0 -0.891
C 3.2840 1.5220 -0.2575 0.0 0.1 0.1 -1.195
N 2.0443 1.5432 0.3608 0.1 -0.1 0.0 0.626
B 2.0681 1.3354 1.9340 -0.1 -0.1 0.1 -0.584
N 2.8324 0.0322 2.1962 0.3 0.0 0.0 0.212
C 4.0836 0.0041 2.7923 0.0 0.0 0.0 -1.494
C 4.4654 -1.2798 2.8839 0.0 -0.1 0.0 -0.146
N 3.4556 -2.0629 2.3366 0.1 0.0 -0.1 0.669
C 2.4734 -1.2298 1.9194 -0.1 0.2 -0.1 0.329
S 0.9904 -1.7241 1.1925 -0.4 -0.2 0.3 -0.798
C 3.4479 -3.5717 2.3680 -0.1 -0.2 0.0 1.170
C 4.8204 -4.0638 2.8173 0.0 0.2 0.0 -2.199
C 2.3852 -4.0115 3.3750 0.0 0.1 0.0 -1.573
C 3.1596 -4.1415 0.9770 0.0 0.1 0.0 -1.454
N 0.7713 1.4179 2.8205 0.0 0.3 0.0 0.965
C 0.9720 2.1629 3.9755 0.1 0.1 0.1 -1.472
C -0.1156 2.0610 4.7519 0.0 0.0 0.0 -0.491
N -1.0162 1.2447 4.1020 0.1 -0.1 0.1 0.578
C -0.4690 0.8870 2.9148 0.0 0.0 -0.1 0.141
S -1.4099 0.0609 1.7181 -0.7 -0.1 0.1 -0.367
C -2.3752 0.9751 4.7114 -0.3 0.1 -0.1 1.213
C -3.2685 2.1617 4.3518 0.0 0.0 0.0 -1.369
C -2.1995 0.8797 6.2302 0.1 0.0 0.0 -1.830
C -3.0068 -0.3285 4.2192 0.1 0.0 0.0 -1.868
C 1.2571 2.3763 -0.3577 0.1 0.5 0.0 0.266
S -0.4094 2.4723 0.0466 -0.1 -1.7 -0.5 -0.324
H 1.6790 4.1446 -4.5345 0.0 0.0 0.0 0.508
H 1.0537 2.5930 -3.9682 0.0 0.0 0.0 0.119
H 2.7910 2.9121 -3.9354 0.0 0.1 0.0 0.353
H 0.1023 5.3083 -2.9719 0.0 0.0 0.0 0.566
H 0.0515 4.9125 -1.2544 0.0 0.0 0.0 0.421
H -0.5202 3.7411 -2.4618 0.0 0.0 0.0 0.431
H 2.3691 5.9404 -2.8218 0.0 0.0 0.0 0.473
H 3.6597 4.8126 -2.4341 0.0 0.0 0.0 0.416
H 2.6190 5.4404 -1.1430 0.0 0.0 0.0 0.375
H 3.9979 2.5886 -2.0322 0.0 0.0 0.0 0.661
H 4.1138 0.9618 0.1375 0.0 0.0 0.0 0.721
H 2.7506 2.2333 2.3326 0.1 -0.1 0.0 -0.169
H 4.5917 0.8999 3.1045 -0.1 0.0 0.0 0.617
H 5.3754 -1.6831 3.2854 -0.1 -0.1 0.0 0.592
H 5.0419 -3.7771 3.8462 0.0 0.0 0.0 0.504
H 5.6090 -3.6997 2.1563 0.0 0.0 0.0 0.484
H 4.8252 -5.1512 2.7761 0.0 0.0 0.0 0.460
H 2.5994 -3.6057 4.3655 0.0 0.0 0.0 0.383
H 2.3832 -5.0992 3.4451 0.0 0.0 0.0 0.479
H 1.3914 -3.6819 3.0696 0.0 -0.1 0.0 0.296
H 3.8567 -3.7417 0.2381 0.0 0.0 0.0 0.291
H 2.1461 -3.9242 0.6511 0.0 0.0 0.0 0.350
H 3.2746 -5.2245 1.0165 0.0 0.0 0.0 0.647
H 1.8771 2.7136 4.1536 0.0 -0.1 -0.1 0.611
H -0.3113 2.5229 5.7003 0.0 -0.1 0.0 0.554
H -2.8538 3.0971 4.7303 0.0 0.0 0.0 0.373
H -4.2550 2.0219 4.7949 0.0 0.0 0.0 0.456
H -3.3826 2.2419 3.2686 0.0 0.0 0.0 0.175
H -2.0167 1.8484 6.6935 0.0 0.0 0.0 0.440
H -1.3906 0.1966 6.4936 0.0 0.0 0.0 0.419
H -3.1182 0.4920 6.6653 0.0 0.0 0.0 0.468
H -3.4713 -0.2125 3.2439 0.0 0.0 0.0 0.386
H -3.7914 -0.6103 4.9192 0.0 0.0 0.0 0.575
H -2.2822 -1.1431 4.1801 0.0 0.0 0.0 0.385
O 0.5611 0.4845 -2.1070 -0.6 0.3 0.2 0.066
C -0.0475 0.3162 -3.2328 -0.1 0.0 -0.1 -0.626
O -1.2327 0.0513 -3.3917 0.1 0.1 0.1 -0.525
H 0.5904 0.4473 -4.1145 0.2 -0.1 0.0 0.502
N -1.8170 -3.0822 -1.7392 0.2 -0.1 -0.1 -0.160
C -0.4947 -2.9984 -1.9445 0.1 -0.2 0.1 0.017
N 0.2846 -2.0545 -1.4789 -0.6 1.0 0.5 1.191
C 1.6273 -2.2886 -1.8268 0.0 -0.1 -0.1 -1.625
C 2.7187 -1.4853 -1.5276 0.0 0.0 0.0 1.097
C 3.9794 -1.8672 -1.9488 -0.1 0.0 0.0 -0.946
C 4.1685 -3.0457 -2.6693 0.1 -0.1 0.0 -0.912
C 3.0911 -3.8551 -2.9790 -0.1 -0.1 -0.1 -0.516
C 1.8292 -3.4587 -2.5565 0.0 0.1 0.0 0.896
S 0.3076 -4.2641 -2.8306 0.0 0.0 0.1 -0.355
H -2.2863 -2.3302 -1.2755 0.0 -0.1 0.1 -0.410
H -2.3642 -3.7548 -2.2470 0.0 0.0 0.0 0.309
H 2.5681 -0.5610 -0.9992 0.0 0.0 0.0 -0.155
H 4.8327 -1.2383 -1.7256 0.0 0.0 0.0 0.469
H 5.1605 -3.3266 -2.9977 0.0 0.0 0.0 0.456
H 3.2215 -4.7682 -3.5458 0.0 0.0 0.0 0.488
C -3.2138 2.2148 -1.9203 0.2 -0.1 -0.1 -1.343
Sb -2.7909 0.2331 -1.3015 -0.1 0.5 0.4 0.847
C -4.2561 0.1962 0.2652 0.1 -0.1 -0.1 -1.430
C -3.9183 -0.8657 -2.7301 0.1 -0.1 0.0 -1.339
H -4.2949 2.2868 -2.0345 0.0 -0.1 0.0 0.572
H -2.7254 2.4236 -2.8695 0.0 0.0 0.0 0.385
H -2.8832 2.9179 -1.1620 0.0 0.0 0.0 0.407
H -5.2257 0.2878 -0.2269 0.0 0.0 0.0 0.629
H -4.1096 1.0454 0.9297 0.0 0.0 0.0 0.310
H -4.2298 -0.7295 0.8383 0.0 0.0 0.0 0.380
H -4.7892 -0.2419 -2.9366 0.0 0.0 0.1 0.468
H -4.2563 -1.8228 -2.3372 0.0 0.1 0.0 0.476
H -3.3400 -0.9975 -3.6375 0.0 0.0 0.0 0.359
```
Positions in Å, forces in eV/Å.

***

no.,largest force on an atom (eV/A)
1,2.8
2,1.8